Record 1
Below is a cluster of 2 separate species, C2O3 in total, with properties calculated with ωB97M-V/def2-TZVPD.

Geometry as ORCA input:
```
! RIJCOSX wB97M-V def2-TZVPD def2/J DEFGRID3
* xyz 0 1
C -0.809 -0.969 0.508
C 1.366 0.953 -0.650
O 0.833 1.929 -0.841
O -0.367 -1.655 1.325
O -1.229 -0.271 -0.305
*
```

For the electronic energy, the calculation gives -301.96292 Ha. Its energy above the lowest of the compared OMol25 structures with the same formula, charge and spin is 0.32 kcal/mol. As for the frontier orbital gap: 13.641 eV.

---

Record 2
Below is a structure of composition C30H18BaBr3N5O4S at a distorted geometry, with properties calculated with ωB97M-V/def2-TZVPD.

Geometry as ORCA input:
```
! RIJCOSX wB97M-V def2-TZVPD def2/J DEFGRID3
* xyz -2 1
C -1.975 0.910 -2.286
C -2.518 -0.967 -1.112
C -1.998 2.193 0.823
C 2.456 3.283 -2.782
H -2.173 0.682 3.610
C -2.557 0.681 2.592
H -3.944 2.184 1.781
Ba 0.710 -0.342 0.107
C 2.602 4.029 -0.505
Br 1.573 3.145 3.978
H -5.849 -1.114 -0.333
C 2.877 4.955 0.510
C -4.383 -2.583 0.204
H 4.985 -4.619 -0.642
C 2.563 4.699 1.826
C 3.036 -5.271 0.000
N 1.718 1.841 -1.035
H 2.742 5.441 2.592
H -5.266 0.999 -1.538
C 3.931 -4.377 -0.595
Br 3.692 6.638 0.097
C 1.783 2.426 1.258
H -3.507 2.385 -2.638
C -3.040 -2.953 0.168
C -0.195 -3.540 -0.261
H 2.586 3.442 -3.844
C 3.625 -2.395 1.905
O 1.708 -1.672 -1.359
S 3.684 -0.917 1.225
H 4.128 -2.474 -1.525
C -4.811 -1.417 -0.379
C 2.083 -2.800 -0.960
H -3.379 -0.032 2.518
H -1.199 1.468 -2.788
Br 3.705 -6.917 0.661
H -2.645 2.849 2.779
C 2.037 2.771 -0.135
O -2.034 3.155 0.073
C -3.882 -0.577 -1.023
C 3.457 -3.195 -1.081
C -1.437 0.232 1.655
N -1.210 1.115 0.691
C -2.900 2.060 2.071
C -2.087 -2.182 -0.489
N -0.751 -2.418 -0.564
H 1.621 1.292 -2.990
O -0.843 -0.828 1.799
C -4.238 0.661 -1.596
H 3.276 5.177 -2.197
O 1.387 1.298 1.597
C -3.280 1.417 -2.216
N 3.695 -3.443 2.402
C 2.019 3.482 2.167
C 1.192 -3.776 -0.370
H -0.790 -4.416 0.047
C 1.904 2.084 -2.310
C 2.821 4.247 -1.879
N -1.608 -0.225 -1.761
C 1.705 -5.002 0.095
H -2.739 -3.850 0.689
H -5.095 -3.225 0.712
H 1.035 -5.716 0.560
*
```

For the electronic energy, the calculation gives -9874.69839 Ha. Its energy above the lowest of the compared OMol25 structures with the same formula, charge and spin is 80.19 kcal/mol. As for the frontier orbital gap: 5.592 eV.

---

Record 3
Below is a structure of composition C30H18BrIrN4O8 at a distorted geometry, with properties calculated with ωB97M-V/def2-TZVPD.

Geometry as ORCA input:
```
! RIJCOSX wB97M-V def2-TZVPD def2/J DEFGRID3
* xyz 1 2
C -0.358 -1.307 4.364
C -1.960 1.420 -3.386
C -1.072 -0.522 2.226
N -0.165 0.508 -2.120
C -0.481 -4.293 -1.241
C 2.312 -4.421 -1.180
H 3.362 6.652 2.469
O 1.117 1.477 0.392
H 3.614 -2.244 -0.950
H -0.393 -6.401 -1.570
H -4.230 1.441 -1.569
O -6.292 1.587 -0.238
C -5.609 1.151 0.723
C 1.563 -5.539 -1.372
H 1.675 0.338 -3.010
C 0.249 -3.097 -1.016
H -2.337 -0.570 3.947
C -1.113 1.558 -4.477
C 1.116 -1.271 2.495
H 1.696 -1.949 4.437
C 3.294 4.550 2.057
H -3.871 0.195 2.472
C -2.058 0.055 1.276
C 0.650 0.648 -3.161
N -1.552 0.286 0.061
C -3.593 1.057 -0.784
O -6.075 0.954 1.838
O 1.537 -7.805 -1.718
O 2.234 -0.862 -0.624
N 2.241 -6.831 -1.559
H -0.562 -1.513 5.406
C 0.579 2.658 0.247
C 1.378 3.758 0.867
H 2.079 -1.425 2.029
C 0.894 -1.552 3.833
O -0.487 2.847 -0.323
C 0.871 5.051 0.820
C -1.354 -0.782 3.552
H 1.196 7.100 1.363
H -2.994 1.728 -3.443
C 0.160 -5.486 -1.406
H -1.559 -4.226 -1.272
Br 4.949 4.205 2.904
H -0.079 5.226 0.336
C -3.386 0.346 1.516
C -1.460 0.901 -2.211
H -1.487 1.973 -5.404
H 2.992 2.497 1.520
C -4.149 0.850 0.474
C -2.258 0.758 -0.969
C 1.676 -3.173 -0.987
N 0.157 -0.781 1.713
H 3.391 -4.498 -1.177
C 2.801 5.846 2.017
O -0.428 -2.004 -0.887
O 3.453 -6.835 -1.514
C 1.585 6.091 1.395
C 0.209 1.174 -4.365
C 2.596 3.501 1.488
H 0.900 1.277 -5.188
C 2.542 -2.050 -0.847
Ir 0.297 -0.226 -0.267
*
```

For the electronic energy, the calculation gives -4653.08583 Ha. Its energy above the lowest of the compared OMol25 structures with the same formula, charge and spin is 0.72 kcal/mol. Its expectation value of S² is 0.76. As for the frontier orbital gap (alpha / beta): 6.697 / 4.481 eV.

---

Record 4
Below is a structure of composition C30H18F12MnN2O4 at a distorted geometry, with properties calculated with ωB97M-V/def2-TZVPD.

Geometry as ORCA input:
```
! RIJCOSX wB97M-V def2-TZVPD def2/J DEFGRID3
* xyz 3 1
H 2.795 0.770 0.768
H -2.793 5.907 -1.229
F 3.071 -0.345 -2.338
C 3.523 -1.183 3.503
Mn 0.354 -0.591 0.844
F 2.167 -3.092 -3.252
O 1.114 -1.296 -0.429
F -2.935 1.057 2.361
C -2.582 -3.624 -4.612
F -0.214 4.219 2.088
C 4.810 -0.660 3.784
C -2.238 3.435 0.190
C 5.331 0.336 3.006
C -2.693 2.985 -2.166
H -3.052 3.313 -3.133
O -0.997 -3.436 2.925
C -2.166 -2.611 -3.602
H -2.754 -4.574 -4.092
H -1.797 1.220 -2.924
H 6.313 0.735 3.219
C -2.029 1.800 -2.041
C -0.805 -2.535 -3.201
N 1.547 -1.178 2.169
F 1.547 -0.480 -3.876
C -3.100 -1.769 -3.000
C 1.069 -1.552 -1.839
F 3.012 -2.788 -1.277
F 1.168 -3.888 -1.488
C -0.314 -2.591 2.477
C -0.386 -1.678 -2.225
C -1.938 1.816 2.819
O -0.740 -1.847 1.364
C 4.589 0.842 1.919
C -2.850 3.812 -1.047
H -1.802 -3.799 -5.353
H 3.525 -2.612 5.109
C -2.702 -0.866 -2.046
H -3.508 -3.347 -5.109
H -4.194 5.174 -2.019
C -0.889 1.977 1.665
H -0.097 -3.173 -3.713
C 0.262 2.992 1.981
C 2.791 -0.652 2.410
F 1.134 2.941 0.964
C 3.335 0.362 1.615
H -3.436 -0.287 -1.498
C 1.889 -2.881 -1.971
F 1.253 0.800 -2.146
C -3.550 5.115 -1.145
C 1.037 -2.167 2.920
C -1.339 -0.781 -1.645
H 1.238 -3.515 4.555
F 0.878 2.641 3.098
C 2.961 -2.210 4.275
H 5.368 -1.066 4.619
C -1.549 2.275 0.343
H 5.021 1.625 1.308
F -1.392 1.221 3.865
C -1.513 1.343 -0.768
O -0.236 0.720 1.631
H -2.340 4.118 1.023
H -4.119 5.325 -0.238
C 1.774 -0.367 -2.578
C 1.701 -2.721 3.986
F -2.405 3.006 3.167
N -0.976 0.128 -0.703
H -4.147 -1.852 -3.265
*
```

For the electronic energy, the calculation gives -3912.78761 Ha. As for the frontier orbital gap (alpha / beta): 4.830 / 4.832 eV.

---

Record 5
Below is a cluster of 8 separate species, C30H19B3N5O28 in total at a distorted geometry, with properties calculated with ωB97M-V/def2-TZVPD.

Geometry as ORCA input:
```
! RIJCOSX wB97M-V def2-TZVPD def2/J DEFGRID3
* xyz -3 1
C -2.750 -1.139 1.068
B -0.398 -4.523 -3.220
O 2.073 -0.409 -1.801
O -3.911 -4.792 -3.407
O -0.799 -4.683 -1.857
C 0.894 5.228 -0.992
C 4.035 0.980 4.418
H 2.214 6.886 -1.072
O 4.898 -4.842 1.398
H -3.624 1.832 -4.423
N -1.111 4.434 -7.647
C -2.163 0.102 1.979
O -3.517 -2.037 1.359
H -7.652 0.350 3.095
O -2.825 -4.774 -0.670
O 1.246 -2.894 2.434
O 5.221 -1.093 1.828
H 0.783 0.003 2.625
O 0.310 -4.533 1.132
O -1.671 -4.585 -3.948
O -0.453 -2.534 3.841
C -6.873 -1.490 2.563
C 1.659 0.348 3.155
C 0.951 -0.123 -1.321
O 0.560 -5.645 -3.466
O 0.341 -0.665 -0.268
C 2.076 6.120 0.920
O 0.260 1.740 -2.849
O 0.370 -3.273 -3.390
N 1.946 5.172 3.175
C -2.683 -4.623 -3.140
O -1.040 1.087 -1.064
C 1.757 -5.131 -3.535
O -2.031 -0.991 -0.060
C 3.384 -3.513 0.064
O 2.640 -4.763 1.829
O 2.927 5.815 3.479
H 0.468 5.358 -1.976
H 2.848 -0.689 1.701
C -0.495 2.699 -5.801
C 0.022 1.068 -1.836
C 3.786 -4.422 1.161
H -8.760 -0.750 2.280
O 2.602 -2.700 -3.488
C 0.013 -2.972 2.785
H -1.228 2.578 -5.004
C 0.397 4.191 -0.172
C 2.890 1.561 4.833
O 2.076 -3.253 0.168
H 2.805 6.842 1.257
H -3.509 1.488 -2.684
C 1.628 1.237 4.213
O -1.243 0.708 1.314
C -3.773 2.243 -3.424
H 0.272 3.522 1.907
N -1.945 3.999 -3.088
H -4.779 2.627 -3.255
H -0.312 3.523 -0.638
H -0.430 1.697 -6.227
C -2.153 -4.641 -1.719
H 4.965 0.981 4.968
N -6.087 -2.370 2.761
C 4.001 0.150 3.308
C -2.809 3.236 -3.236
O 1.385 4.420 3.912
H 2.961 2.277 5.639
C 1.515 5.192 1.794
N 5.186 -0.532 2.896
H -7.487 0.200 1.392
C -0.879 3.712 -6.825
O 2.762 -5.723 -3.814
B -0.942 0.034 0.003
C 1.637 -3.532 -3.474
O -1.832 -4.398 1.961
C 1.743 6.147 -0.440
C 0.712 4.211 1.201
C -0.641 -4.003 1.847
O 4.054 -3.109 -0.836
H 0.385 3.102 -5.300
O 6.227 -0.467 3.567
O -2.458 0.415 3.136
C -7.737 -0.373 2.284
B 1.576 -3.878 1.371
H 0.709 1.521 4.703
C 2.825 -0.165 2.645
*
```

For the electronic energy, the calculation gives -3610.16200 Ha. As for the frontier orbital gap: 6.838 eV.

---

Record 6
Below is a structure of composition C30H19CoN8O2 at a distorted geometry, with properties calculated with ωB97M-V/def2-TZVPD.

Geometry as ORCA input:
```
! RIJCOSX wB97M-V def2-TZVPD def2/J DEFGRID3
* xyz 1 4
N 2.081 -0.336 -0.212
N -2.377 2.039 -0.160
C 1.111 2.425 -0.191
N -2.081 -0.336 -0.212
C 2.854 0.796 -0.159
N 0.000 -2.106 0.182
C -2.854 0.796 -0.159
C 0.000 0.476 4.320
Co 0.000 -0.224 -0.060
H 2.505 4.983 -0.078
C -0.702 3.799 -0.135
C 4.270 0.724 -0.096
C 0.000 -2.993 -0.802
H 0.000 -5.881 0.931
C 0.000 -4.358 -0.557
C 2.754 -1.502 -0.220
H 2.181 -2.408 -0.303
C 1.423 4.989 -0.067
C -1.423 4.989 -0.067
H 0.000 1.747 2.563
H -2.181 -2.408 -0.303
H -1.231 7.107 0.066
C 4.912 -0.482 -0.075
H 0.000 -3.545 5.206
H -4.566 -2.616 -0.156
H 5.989 -0.546 -0.012
C 0.702 6.165 0.009
N 2.376 2.039 -0.159
N 0.000 -0.239 2.049
N 0.000 1.610 -0.236
C -1.111 2.425 -0.191
H 0.000 1.308 5.010
O 0.001 -5.745 4.940
C 0.000 0.730 2.940
C 4.123 -1.631 -0.146
H -5.990 -0.546 -0.012
C 0.000 -1.870 3.825
C 0.000 -1.517 2.469
C -0.702 6.165 0.009
C 0.000 -2.539 1.463
H 0.001 -5.049 -1.388
H 4.801 1.663 -0.066
C 0.702 3.799 -0.135
C -4.270 0.724 -0.096
C 0.000 -0.817 4.765
H 1.231 7.107 0.066
C 0.000 -3.241 4.169
C 0.000 -4.222 3.223
C 0.000 -4.824 0.739
N 0.000 -5.598 3.737
H -4.802 1.663 -0.066
C -2.754 -1.501 -0.220
C 0.000 -3.909 1.813
O -0.001 -6.518 2.945
C -4.123 -1.631 -0.146
C -4.912 -0.482 -0.075
H 0.000 -1.048 5.823
H 4.566 -2.617 -0.157
H -2.505 4.983 -0.078
H 0.000 -2.596 -1.810
*
```

For the electronic energy, the calculation gives -3125.66400 Ha. Its energy above the lowest of the compared OMol25 structures with the same formula, charge and spin is 0.00 kcal/mol. Its expectation value of S² is 3.80. As for the frontier orbital gap (alpha / beta): 3.831 / 4.584 eV.